The following is a DFT calculation (wB97M-V/def2-TZVPD) of a molecular structure, C25H29MoN3O4SSi in a non-equilibrium geometry.

Properties
largest force on an atom = 0.0683 Eh/bohr
gap between HOMO and LUMO (alpha / beta) = 5.6 / 5.6 eV
relative energy (zero: lowest compared OMol25 entry of this formula, charge and spin) = 79.5 kJ/mol
net charge = +2

Atoms and positions in Å:
Mo -0.300 0.721 -1.329
C -1.888 -0.523 -0.886
Si -0.854 -1.504 0.490
C 0.989 -1.640 -0.144
N 1.416 -0.655 -1.196
C 2.611 0.195 -0.833
C 3.948 -0.350 -1.349
C 3.955 -1.874 -1.342
C 2.877 -2.394 -2.305
C 1.719 -1.398 -2.464
C -0.870 -0.444 2.031
C -1.940 0.402 2.337
C -1.984 1.085 3.543
C -0.960 0.933 4.466
C 0.105 0.090 4.184
C 0.145 -0.594 2.980
C -1.633 -3.154 0.841
C -2.328 -3.267 2.051
C -2.923 -4.466 2.405
C -2.841 -5.560 1.555
C -2.161 -5.455 0.348
C -1.565 -4.260 -0.011
H -2.785 -0.162 -0.373
H -2.212 -1.161 -1.706
H 1.138 -2.648 -0.532
H 1.626 -1.551 0.734
H 2.631 0.296 0.249
H 2.462 1.193 -1.258
H 4.740 0.049 -0.717
H 4.136 0.008 -2.363
H 3.790 -2.245 -0.329
H 4.931 -2.238 -1.658
H 2.517 -3.370 -1.980
H 3.300 -2.533 -3.300
H 0.817 -1.923 -2.778
H 1.969 -0.661 -3.225
H -2.770 0.510 1.644
H -2.825 1.730 3.766
H -0.999 1.460 5.410
H 0.903 -0.043 4.902
H 0.967 -1.277 2.793
H -2.390 -2.420 2.724
H -3.449 -4.541 3.348
H -3.308 -6.495 1.833
H -2.099 -6.307 -0.315
H -1.039 -4.192 -0.959
C -1.402 3.746 -3.734
C -0.914 3.849 -2.341
N -0.566 2.879 -1.474
C -0.176 3.519 -0.301
C -0.279 4.858 -0.458
N -0.743 5.029 -1.734
C 0.029 6.062 0.390
O 0.438 5.835 1.615
O -0.127 7.140 -0.105
C 0.372 2.661 0.755
O 0.704 3.022 1.846
O 0.425 1.416 0.278
H -1.563 2.721 -4.037
H -0.678 4.204 -4.412
H -2.339 4.294 -3.848
H -0.915 5.952 -2.123
H 0.554 4.896 1.855
S -0.385 0.553 -3.452

Here are the Mulliken charges for atoms 1 to 2, given in e: 0.059, -0.786